# 1
ORCA calculation (ωB97M-V/def2-TZVPD) on C50H50BIN13SiSr as an isolated structure in a non-equilibrium geometry.

E_LUMO (eV): 1.59
Frontier orbital gap (hartree): 0.1723
Relative energy (zero: lowest compared OMol25 entry of this formula, charge and spin) (kcal per mole): 1.5
HOMO (eV): -3.09
Net charge: -1

Atoms and positions in Å:
Sr -1.790 -3.886 25.184
I -4.233 -5.555 26.832
C -3.264 -6.752 28.297
C -3.878 -7.756 29.021
C -3.088 -8.627 29.824
C -1.711 -8.470 29.810
C -1.054 -7.414 29.119
C 0.349 -7.189 29.243
C 0.920 -6.106 28.605
C 0.131 -5.276 27.754
C -1.198 -5.494 27.621
C -1.836 -6.523 28.350
H -4.943 -7.881 28.908
H -3.580 -9.397 30.389
H -1.096 -9.114 30.460
H 0.964 -7.856 29.843
H 2.001 -5.890 28.592
H 0.680 -4.501 27.226
B -0.710 0.244 25.327
N -1.017 -0.454 26.685
C -0.930 0.103 27.902
C -1.017 -0.819 28.898
C -1.155 -2.022 28.160
N -1.237 -1.808 26.851
N -0.864 -0.567 23.996
C -0.690 0.049 22.794
C -0.755 -0.888 21.788
C -0.911 -2.076 22.476
N -0.966 -1.887 23.789
H -1.474 1.190 25.307
H 0.463 0.711 25.330
H -0.755 1.165 27.946
H -0.909 -0.709 29.970
H -1.221 -3.009 28.561
H -0.538 1.113 22.770
H -0.636 -0.725 20.737
H -0.866 -3.053 22.010
C 3.531 -0.046 27.135
C 3.380 -1.268 27.783
C 3.024 -2.430 27.040
C 2.695 -2.300 25.681
C 2.907 -1.079 25.010
C 3.310 0.027 25.747
Si 2.099 -3.848 24.747
C 2.867 -3.606 23.013
C 4.114 -3.021 22.866
C 4.566 -2.655 21.580
C 3.800 -2.869 20.439
C 2.529 -3.491 20.626
C 2.106 -3.918 21.874
C 3.207 -5.217 25.493
C 2.677 -6.479 25.737
C 3.500 -7.505 26.160
C 4.874 -7.311 26.318
C 5.399 -6.043 26.033
C 4.564 -4.989 25.661
H 3.864 0.823 27.678
H 3.602 -1.414 28.844
H 3.074 -3.393 27.547
H 2.768 -0.993 23.933
H 3.424 0.941 25.163
H 4.764 -2.867 23.724
H 5.564 -2.218 21.499
H 4.194 -2.595 19.465
H 1.863 -3.727 19.766
H 1.109 -4.323 21.989
H 1.604 -6.669 25.641
H 3.078 -8.480 26.424
H 5.518 -8.138 26.626
H 6.454 -5.852 26.192
H 4.979 -4.005 25.482
C -0.120 -7.252 18.984
C 0.631 -8.167 19.967
C 2.070 -7.719 20.253
C -0.170 -8.494 21.242
N -0.699 -7.487 22.139
C -0.163 -6.525 22.904
N -1.138 -5.965 23.633
N -2.283 -6.669 23.269
N -2.008 -7.537 22.415
H 0.525 -7.103 18.092
H -0.318 -6.245 19.388
H -1.090 -7.688 18.705
H 0.625 -9.176 19.493
H 2.158 -6.618 20.401
H 2.744 -7.959 19.401
H 2.539 -8.219 21.137
H 0.507 -9.145 21.816
H -1.002 -9.160 21.001
H 0.900 -6.317 22.982
C -4.554 -4.226 22.573
C -4.741 -3.017 23.420
N -3.900 -2.686 24.388
C -4.381 -1.543 24.993
C -5.543 -1.157 24.411
N -5.806 -2.153 23.411
C -6.927 -2.089 22.439
N -8.206 -2.623 22.842
N -9.289 -2.035 22.264
N -10.387 -2.486 22.834
C -10.049 -3.423 23.800
C -10.853 -4.313 24.537
C -10.226 -5.360 25.192
C -8.806 -5.472 25.145
C -8.007 -4.625 24.381
C -8.634 -3.561 23.783
H -4.400 -5.067 23.262
H -3.582 -4.112 21.987
H -5.399 -4.381 21.869
H -3.797 -1.057 25.770
H -6.275 -0.380 24.655
H -6.632 -2.560 21.498
H -7.067 -1.000 22.213
H -11.946 -4.155 24.504
H -10.763 -6.090 25.805
H -8.405 -6.330 25.667
H -6.933 -4.748 24.376

Cartesian forces (eV/Å) of the 6 atoms listed first:
1.6 -0.1 1.3
-0.6 -0.3 0.4
1.3 -0.6 0.2
0.3 0.7 -0.7
0.9 0.9 -0.9
-0.3 -0.4 1.0

These are the Löwdin partial charges, in e, on atoms 1 to 2:
1 Sr 1.01
2 I 0.86

# 2
ORCA calculation (ωB97M-V/def2-TZVPD) on a 2-piece molecular cluster, C3H7NO2P overall in a non-equilibrium geometry.

E_LUMO (spin up / spin down) (eV): 3.98 / 3.98
Frontier orbital gap (spin up / spin down) (hartree): 0.2658 / 0.2654
Relative energy (zero: lowest compared OMol25 entry of this formula, charge and spin) (kcal per mole): 85.4
HOMO (spin up / spin down) (eV): -3.25 / -3.24
Net charge: -1

Atoms and positions in Å:
C 0.492 -0.751 -1.432
C 1.138 -0.763 -0.263
C -0.709 1.506 -0.165
N -0.542 1.353 1.319
O -0.867 -2.263 0.973
O 1.203 -1.577 2.286
P 0.316 -1.350 1.177
H 0.928 -0.099 -2.249
H -0.288 -1.402 -1.613
H 1.976 -0.168 -0.030
H 0.232 1.798 -0.549
H -0.907 0.625 -0.693
H -1.534 2.223 -0.249
H -1.438 0.869 1.488

Cartesian forces (eV/Å) of the 6 atoms listed first:
3.3 1.7 -0.7
-1.4 -0.5 -0.3
-0.3 1.5 3.0
-0.1 -2.8 -1.6
0.8 1.6 -0.5
1.9 0.1 2.2

These are the Löwdin partial charges, in e, on atoms 1 to 2:
1 C -0.10
2 C -0.31

# 3
ORCA calculation (ωB97M-V/def2-TZVPD) on C5H10F2InO3S2 as an isolated structure.

E_LUMO (eV): 2.63
Frontier orbital gap (hartree): 0.2995
HOMO (eV): -5.53
Net charge: -1

Atoms and positions in Å:
C 3.232 3.051 0.283
C 2.093 3.459 0.372
In 0.170 4.562 0.499
F 0.178 5.869 2.038
F -0.233 5.510 -1.241
S -1.662 2.929 0.923
H 4.258 2.828 0.150
H -2.448 3.043 -0.169
O -1.535 -1.164 1.226
S -0.521 -0.990 0.229
O -0.853 -0.478 -1.064
O 0.227 -2.402 0.036
C -0.591 -3.554 -0.197
C -1.077 -3.634 -1.633
C 0.836 -0.089 0.891
H -1.427 -3.562 0.506
H 0.041 -4.411 0.032
H -1.777 -2.830 -1.857
H -1.580 -4.587 -1.808
H -0.240 -3.542 -2.325
H 1.115 -0.525 1.847
H 0.499 0.939 1.019
H 1.661 -0.126 0.184

Cartesian forces (eV/Å) of the 6 atoms listed first:
-0.4 0.3 -0.1
-0.4 0.5 0.1
0.0 -0.4 -0.2
0.1 -0.3 -0.5
0.2 -0.2 0.5
0.0 0.1 0.0

These are the Löwdin partial charges, in e, on atoms 1 to 2:
1 C -0.09
2 C -0.23

# 4
ORCA calculation (ωB97M-V/def2-TZVPD) on the molecule C3H2N2O3 in a non-equilibrium geometry.

E_LUMO (spin up / spin down) (eV): 0.56 / -4.47
Frontier orbital gap (spin up / spin down) (hartree): 0.3369 / 0.2586
Relative energy (zero: lowest compared OMol25 entry of this formula, charge and spin) (kcal per mole): 0.0
HOMO (spin up / spin down) (eV): -8.61 / -11.50
2S+1: 3
Net charge: 0

Atoms and positions in Å:
C 1.939 -1.494 -0.063
C 0.921 -0.856 0.751
C -0.012 0.029 -0.107
N 2.745 -1.993 -0.702
N -1.869 1.448 0.005
O 0.811 -0.992 1.935
O 0.093 0.171 -1.295
O -0.937 0.603 0.655
H -2.346 0.898 -0.711
H -1.346 2.186 -0.469

Cartesian forces (eV/Å) of the 6 atoms listed first:
-1.5 0.9 1.6
0.9 0.6 -7.0
0.4 -0.2 -0.7
0.8 -0.5 -0.7
-0.3 0.3 -0.2
-0.7 -0.4 5.2

These are the Löwdin partial charges, in e, on atoms 1 to 2:
1 C -0.14
2 C -0.30